The following is a DFT calculation (ωB97M-V/def2-TZVPD) of a molecular structure, C57H80GeNNaO5P2SeSi in a non-equilibrium geometry.

## Properties
Net charge = -2
Relative energy (zero: lowest compared OMol25 entry of this formula, charge and spin) = 158.0 kJ/mol
E_HOMO (spin up / spin down) = 0.32 / -0.04 eV
Molecular weight = 1123.86 g/mol

Each line ends with the Löwdin charge.
Positions of all 149 atoms, in Å:
Na -0.78530 -0.61682 -0.59602  -0.038
C -0.81692 -3.10309 3.52358  -0.129
Si -0.12194 -1.94747 2.16275  0.594
C 1.05046 -2.97218 1.07200  -0.189
C 0.99718 -4.35231 1.23831  -0.082
C 1.86942 -5.22212 0.61269  -0.076
C 2.84334 -4.70821 -0.23422  -0.094
C 2.89373 -3.34642 -0.45349  -0.115
C 2.01908 -2.46171 0.18104  -0.348
P 2.03810 -0.68940 -0.24109  1.193
C 2.67444 -0.72424 -2.02624  -0.414
C 4.16476 -0.63800 -2.35663  -0.204
C 4.39111 -0.86954 -3.85131  -0.198
C 3.65595 0.19487 -4.65970  -0.207
C 2.17208 0.19263 -4.30566  -0.195
C 1.95645 0.37789 -2.80592  -0.213
C 3.48245 -0.10120 0.86104  -0.396
C 4.57037 -1.11893 1.22613  -0.186
C 5.83340 -0.41448 1.74414  -0.193
C 5.47535 0.84342 2.52928  -0.196
C 4.79782 1.88214 1.62464  -0.182
C 4.12878 1.21042 0.42137  -0.209
C 0.86262 -0.61420 3.09670  -0.230
C 1.95173 -1.10218 3.81163  -0.119
C 2.77862 -0.28906 4.56446  -0.100
C 2.54208 1.08750 4.57368  -0.097
C 1.48394 1.60033 3.85847  -0.123
C 0.61114 0.78237 3.13357  -0.335
P -0.77158 1.45539 2.13553  1.202
C -0.13412 3.19768 1.78535  -0.448
C 1.10168 3.02990 0.89328  -0.229
C 1.22883 4.12451 -0.16886  -0.199
C 0.79478 5.46607 0.40904  -0.205
C -0.69684 5.43005 0.77149  -0.188
C -1.18879 4.00286 1.03839  -0.211
C -2.15584 1.83763 3.37793  -0.391
C -2.73365 0.55674 3.98307  -0.182
C -1.98817 0.08579 5.22529  -0.200
C -1.95116 1.17443 6.28961  -0.206
C -1.27307 2.41216 5.71854  -0.204
C -1.99723 2.90644 4.46830  -0.190
H -0.02477 -3.55332 4.11784  0.030
H -1.41856 -3.88937 3.08444  0.030
H -1.47173 -2.55463 4.19031  0.019
H 0.23242 -4.76663 1.87548  0.092
H 1.79037 -6.28834 0.77814  0.099
H 3.54615 -5.36697 -0.72918  0.100
H 3.63086 -2.97187 -1.14676  0.086
H 2.27750 -1.67554 -2.39258  0.079
H 4.75601 -1.35425 -1.78566  0.092
H 4.53030 0.36058 -2.11976  0.095
H 4.02600 -1.86038 -4.13323  0.115
H 5.46407 -0.83217 -4.07082  0.105
H 3.78912 0.01189 -5.72989  0.104
H 4.08254 1.17657 -4.43596  0.111
H 1.73812 -0.76216 -4.61029  0.113
H 1.65508 0.98368 -4.85526  0.093
H 0.88541 0.33317 -2.58524  0.075
H 2.32946 1.35922 -2.49854  0.116
H 2.92552 0.12483 1.77782  0.074
H 4.84159 -1.74035 0.37294  0.084
H 4.17819 -1.78514 1.99670  0.108
H 6.48521 -0.14031 0.91019  0.107
H 6.39689 -1.10023 2.38277  0.104
H 6.37455 1.27039 2.98437  0.104
H 4.79534 0.56476 3.33410  0.074
H 5.53261 2.60975 1.26621  0.105
H 4.05215 2.42652 2.20634  0.089
H 4.89132 1.01966 -0.33237  0.090
H 3.38193 1.87340 -0.01536  0.087
H 2.15790 -2.16481 3.76774  0.104
H 3.60281 -0.70655 5.12947  0.102
H 3.18460 1.75164 5.14065  0.105
H 1.32341 2.66804 3.87659  0.096
H 0.13477 3.74302 2.69640  0.092
H 1.04275 2.05598 0.39385  0.070
H 1.99678 3.02729 1.51638  0.088
H 0.60976 3.89090 -1.03564  0.109
H 2.26583 4.18623 -0.51166  0.102
H 0.98808 6.26896 -0.30831  0.099
H 1.39954 5.67495 1.29706  0.107
H -1.28626 5.85798 -0.04141  0.106
H -0.87471 6.05216 1.65225  0.102
H -1.41027 3.48713 0.10444  0.097
H -2.11758 4.04920 1.60679  0.107
H -2.91373 2.20889 2.67145  0.104
H -2.71843 -0.23796 3.23787  0.084
H -3.78112 0.73765 4.24256  0.130
H -0.96561 -0.18242 4.95552  0.092
H -2.47823 -0.80599 5.62310  0.110
H -1.40318 0.82371 7.17051  0.102
H -2.97034 1.41747 6.60398  0.110
H -0.24306 2.15723 5.46985  0.082
H -1.25689 3.21089 6.46981  0.104
H -1.48559 3.78835 4.07840  0.089
H -3.00645 3.22222 4.75800  0.119
O -7.39083 2.11298 0.92835  -0.080
C -7.00818 0.93242 0.84209  -0.726
O -7.66058 -0.11173 0.97428  -0.063
C -5.49849 0.76717 0.52324  -0.127
C -4.81737 1.79724 -0.15772  -0.045
C -3.48952 1.63337 -0.46125  -0.260
N -2.73745 0.59096 -0.09600  -0.048
C -3.36884 -0.36810 0.65089  -0.257
C -4.75670 -0.32143 0.90966  0.031
C -2.60214 -1.40470 1.26738  -0.558
O -3.04849 -2.37360 1.86853  0.018
O -1.22688 -1.19539 1.22277  -0.236
H -5.36164 2.68771 -0.43937  0.094
H -2.96263 2.38030 -1.05113  0.071
H -5.21133 -1.14370 1.44118  0.120
C -1.17355 1.81347 -7.47035  -0.228
Ge -1.80858 1.76391 -5.55686  0.779
C -3.70773 2.33394 -5.50711  -0.219
C -0.71427 2.98426 -4.43667  -0.222
C -1.72386 -0.03887 -4.72895  -0.533
Se -2.18223 0.18540 -2.80185  0.992
C -3.75233 -0.91703 -2.80621  -0.324
H -1.29165 2.80910 -7.88776  -0.001
H -1.74865 1.12366 -8.08194  0.001
H -0.12679 1.53822 -7.53870  -0.006
H -3.83164 3.38163 -5.76531  0.006
H -4.07816 2.18354 -4.49659  0.007
H -4.31608 1.74171 -6.18615  0.011
H -1.09126 4.00250 -4.43906  0.011
H 0.32705 3.00339 -4.74286  -0.001
H -0.76752 2.59956 -3.41936  -0.021
H -0.74575 -0.50765 -4.79731  -0.011
H -2.46038 -0.71392 -5.15887  0.010
H -4.41258 -0.58257 -3.61095  0.029
H -4.24295 -0.78368 -1.84464  0.024
H -3.46206 -1.95972 -2.93667  0.027
C 0.59508 -3.98092 -2.90086  -0.037
C -0.53471 -3.41430 -2.05812  -0.415
O -0.49071 -2.17196 -1.74915  -0.184
C -1.57006 -4.29844 -1.65803  -0.183
C -2.71176 -3.80704 -0.97402  -0.041
C -3.74813 -4.62469 -0.61473  -0.094
C -3.70284 -5.99242 -0.88911  -0.141
C -2.58655 -6.50882 -1.53825  -0.149
C -1.54813 -5.69569 -1.92587  -0.076
H 1.24385 -3.16688 -3.21432  0.050
H 0.21374 -4.48927 -3.78610  0.069
H 1.17935 -4.68777 -2.31440  0.054
H -2.75102 -2.75283 -0.75034  0.083
H -4.60640 -4.20855 -0.10823  0.104
H -4.51479 -6.64224 -0.59664  0.074
H -2.54036 -7.57759 -1.73868  0.082
H -0.69806 -6.13955 -2.42642  0.080